[1]
The following is a quantum chemistry calculation of C25H20N4NaPS as an isolated structure, from the Open Molecules 2025 dataset.

XYZ file:
```
52
Properties=species:S:1:pos:R:3:forces:R:3
Na 0.0131 0.7968 -2.7235 -0.514 -0.073 -0.057
N -2.0767 -0.3565 -1.6655 0.169 0.024 -0.090
C -2.7888 0.1663 -0.5561 -0.020 -0.021 -0.020
C -4.1184 -0.1875 -0.3488 0.016 0.019 -0.005
C -4.8364 0.3529 0.7050 -0.006 -0.007 0.003
C -4.2254 1.2386 1.5799 -0.007 -0.005 -0.015
C -2.8991 1.5866 1.3814 0.038 0.015 -0.011
C -2.1667 1.0749 0.3113 -0.071 -0.034 0.113
P -0.4783 1.6255 -0.0836 0.012 0.117 -0.131
C -0.1429 2.9146 1.1503 0.020 -0.078 0.157
C 0.3745 2.6275 2.4122 0.002 0.011 -0.024
C 0.5755 3.6444 3.3331 -0.002 -0.004 -0.023
C 0.2551 4.9540 3.0022 0.009 0.009 0.029
C -0.2545 5.2486 1.7462 -0.001 -0.002 -0.013
C -0.4449 4.2332 0.8206 0.000 0.030 -0.010
C 0.5648 0.2185 0.4296 -0.012 -0.015 0.050
C 1.9267 0.2956 0.1292 0.075 -0.032 -0.005
C 2.7741 -0.7600 0.4268 -0.035 0.021 -0.033
C 2.2621 -1.9113 1.0132 0.061 -0.030 -0.012
C 0.9105 -1.9987 1.3144 0.008 0.005 0.009
C 0.0636 -0.9360 1.0269 -0.009 0.017 0.020
H -2.6654 -0.9405 -2.2450 -0.001 0.022 -0.014
H -1.2451 -0.8967 -1.4278 -0.080 -0.008 0.133
H -4.5890 -0.8962 -1.0211 -0.011 0.006 -0.007
H -5.8718 0.0718 0.8468 -0.001 0.002 -0.002
H -4.7775 1.6617 2.4081 -0.002 -0.011 0.006
H -2.4236 2.2853 2.0580 -0.011 0.001 0.001
H 0.6271 1.6063 2.6692 -0.004 -0.008 0.015
H 0.9834 3.4138 4.3086 0.000 0.004 0.003
H 0.4118 5.7467 3.7223 0.002 0.004 -0.005
H -0.4929 6.2704 1.4814 0.000 0.002 0.003
H -0.8271 4.4690 -0.1659 -0.005 -0.018 -0.003
H 2.3448 1.1763 -0.3458 -0.034 0.018 -0.053
H 3.8220 -0.6815 0.1653 -0.005 -0.019 0.006
H 2.9236 -2.7422 1.2262 -0.019 -0.003 0.025
H 0.5121 -2.8907 1.7820 0.006 -0.010 -0.013
H -0.9905 -1.0036 1.2731 0.009 -0.007 0.012
S 4.7231 0.8772 -2.5842 -0.138 -0.011 -0.033
C 3.1669 0.8002 -3.0632 0.148 -0.013 0.161
N 2.0338 0.7105 -3.3573 0.379 0.060 -0.226
N 4.8926 -3.6624 -2.3634 -0.004 -0.033 -0.023
C 3.7498 -3.6001 -2.2694 0.048 0.025 0.051
C 2.3236 -3.5550 -2.1035 0.044 0.105 -0.037
C 1.6386 -4.6764 -1.6594 -0.046 -0.026 0.014
C 0.2707 -4.5774 -1.4841 0.013 0.000 -0.007
C -0.3413 -3.3701 -1.7689 -0.090 0.071 -0.045
N 0.3043 -2.2826 -2.1993 0.130 -0.041 0.068
C 1.6246 -2.3738 -2.3579 -0.078 -0.115 0.047
H 2.1697 -5.5965 -1.4562 0.008 0.007 0.007
H -0.3130 -5.4152 -1.1306 -0.010 -0.009 -0.021
H -1.4154 -3.2714 -1.6475 -0.001 0.005 0.034
H 2.1423 -1.4848 -2.6950 0.019 0.033 -0.030
```
Forces are in eV/Å.

Summary:
DFT total energy = -2085.60684 Eh
max |F| = 0.52 eV/A
molecular weight = 462.49 g mol⁻¹
multiplicity = 1

[2]
The following is a quantum chemistry calculation of C25H20N7O2SY as an isolated structure, from the Open Molecules 2025 dataset.

XYZ file:
```
56
Properties=species:S:1:pos:R:3:forces:R:3
Y 0.2085 0.5703 -0.5439 -0.008 -0.213 -0.039
C -2.9573 -0.0904 -3.8697 0.070 0.018 -0.065
C -2.2746 0.0928 -5.0593 0.008 0.006 0.070
C -0.9233 0.4149 -5.0241 -0.071 -0.021 -0.033
C -0.2886 0.5466 -3.8035 -0.043 -0.005 0.041
N -0.9570 0.3690 -2.6427 0.010 0.024 -0.133
C -2.2586 0.0540 -2.6849 -0.026 -0.004 0.018
C 1.1563 0.8904 -3.6860 -0.056 -0.002 -0.054
C 1.9807 1.0382 -4.7896 -0.009 -0.005 -0.033
C 3.3104 1.3632 -4.5904 -0.008 -0.004 -0.095
C 3.7893 1.5364 -3.3059 0.038 0.015 0.124
C 2.9189 1.3726 -2.2405 -0.066 -0.006 0.024
N 1.6263 1.0502 -2.4394 0.227 0.086 0.111
C 3.3471 1.5254 -0.8194 -0.005 -0.002 -0.019
C 4.6250 1.9141 -0.4596 0.005 -0.002 0.035
C 4.9491 2.0163 0.8873 -0.035 -0.007 0.005
C 3.9906 1.7224 1.8414 0.030 0.005 -0.057
C 2.7332 1.3415 1.4104 -0.001 0.003 -0.019
N 2.4119 1.2525 0.1130 0.035 0.015 -0.052
H -4.0066 -0.3451 -3.8478 -0.003 -0.001 -0.011
H -2.7800 -0.0128 -6.0097 -0.006 -0.001 0.001
H -0.3887 0.5599 -5.9499 0.004 0.001 0.005
H -2.7462 -0.1020 -1.7314 0.014 0.002 0.009
H 1.6038 0.8988 -5.7903 0.012 0.003 -0.006
H 3.9751 1.4799 -5.4357 -0.012 -0.003 -0.010
H 4.8267 1.7860 -3.1474 -0.004 0.000 0.004
H 5.3727 2.1401 -1.2040 -0.011 -0.004 -0.010
H 5.9450 2.3201 1.1802 -0.003 -0.001 0.007
H 4.2046 1.7822 2.8985 0.005 0.000 -0.001
H 1.9488 1.0855 2.1118 -0.001 0.001 -0.002
N -2.0491 -5.3259 5.1234 -0.012 -0.018 -0.004
C -1.7708 -4.3792 4.2067 0.031 0.033 0.039
C -0.9421 -3.2857 4.5377 -0.026 -0.032 -0.017
C -0.6596 -2.3220 3.6062 -0.002 0.014 -0.029
C -1.2020 -2.4271 2.3208 0.035 -0.011 0.058
C -2.0319 -3.4991 1.9723 0.010 -0.006 0.002
C -2.3110 -4.4618 2.9057 -0.012 -0.007 -0.015
S -0.8220 -1.2544 1.1515 -0.011 0.203 -0.105
O 0.3765 -1.5810 0.3116 0.030 -0.055 0.033
O -1.9332 -0.9899 0.2294 -0.014 -0.016 0.053
N -0.3406 0.1445 1.7521 -0.127 0.073 0.134
C -1.2812 1.1755 1.8438 0.015 -0.106 0.067
N -2.1184 1.2915 2.8565 0.068 -0.037 -0.039
C -2.9097 2.3598 2.8468 -0.017 -0.009 0.037
C -2.8689 3.3222 1.8431 -0.008 0.033 -0.018
C -1.9834 3.1100 0.8143 0.027 -0.010 -0.022
N -1.1871 2.0286 0.7989 -0.065 0.060 0.027
H -1.6755 -5.2756 6.0538 0.002 0.003 -0.002
H -2.6415 -6.1057 4.9023 0.001 0.000 0.000
H -0.5358 -3.2072 5.5374 -0.003 -0.003 0.002
H -0.0375 -1.4761 3.8653 -0.002 0.000 -0.002
H -2.4549 -3.5612 0.9788 -0.007 -0.006 0.000
H -2.9557 -5.2924 2.6501 -0.002 0.002 -0.006
H -3.6006 2.4504 3.6768 0.000 0.003 -0.002
H -3.5090 4.1908 1.8648 -0.003 -0.002 0.001
H -1.8982 3.7980 -0.0176 0.003 -0.004 -0.003
```
Forces are in eV/Å.

Summary:
net charge = +2
DFT total energy = -1934.67948 Eh
max |F| = 0.27 eV/A
molecular weight = 571.45 g mol⁻¹
energy relative to the best compared isomer or geometry (same formula, charge and spin) = 0.1 kcal per mole
multiplicity = 1

[3]
The following is a quantum chemistry calculation of C25H20N7O5S2Ti as an isolated structure in a non-equilibrium geometry, from the Open Molecules 2025 dataset.

XYZ file:
```
60
Properties=species:S:1:pos:R:3:forces:R:3
Ti -0.4339 0.5328 1.1033 -1.296 0.531 0.817
C -1.3637 -1.2694 -2.8579 0.074 -0.039 -0.126
C -1.4151 -0.3259 -1.7036 0.002 0.020 0.393
N -1.0493 -0.6846 -0.4558 0.358 -0.309 -0.268
N -0.8705 -2.0394 -0.2079 -0.192 0.229 -0.640
C -0.7248 -2.1992 1.0656 0.227 -0.222 0.258
O -0.7255 -1.1949 1.8841 -0.010 -1.192 0.377
C -0.5386 -3.5703 1.6139 -0.085 0.255 0.057
C -0.5456 -3.7392 2.9930 0.025 -0.147 0.235
C -0.3784 -5.0034 3.5512 -0.014 0.155 -0.040
C -0.1946 -6.1097 2.7348 -0.004 0.024 -0.077
C -0.1806 -5.9419 1.3525 0.001 0.075 -0.037
C -0.3510 -4.6820 0.7951 -0.029 -0.098 -0.041
C -1.8967 1.0029 -1.8530 0.031 -0.031 0.013
C -2.1481 1.6106 -3.1073 -0.068 0.066 -0.004
C -2.6274 2.9008 -3.1415 0.044 -0.074 0.001
C -2.8617 3.5895 -1.9477 -0.027 -0.028 0.009
C -2.5800 2.9271 -0.7586 0.043 -0.052 0.056
N -2.1168 1.6902 -0.7015 0.191 -0.059 0.029
H -1.2269 -2.2843 -2.4946 0.004 -0.001 -0.004
H -2.2816 -1.2211 -3.4509 0.009 -0.006 0.005
H -0.5285 -1.0277 -3.5310 -0.025 -0.010 0.051
H -0.6821 -2.8632 3.6154 0.007 -0.033 -0.016
H -0.3893 -5.1196 4.6287 -0.002 0.013 -0.015
H -0.0611 -7.0947 3.1688 -0.002 0.026 -0.022
H -0.0331 -6.7998 0.7056 -0.004 0.016 0.005
H -0.3447 -4.5351 -0.2780 0.005 -0.025 0.036
H -1.9410 1.0698 -4.0223 -0.015 0.022 0.011
H -2.8091 3.3848 -4.0945 -0.006 0.000 -0.022
H -3.2319 4.6068 -1.9372 0.018 -0.050 -0.002
H -2.7279 3.4092 0.2041 0.032 -0.018 -0.023
S 0.2031 1.6503 3.3165 -0.049 -0.306 0.107
C -1.1675 1.4055 4.3604 0.476 0.234 0.656
C -0.9487 1.5626 5.7891 -0.087 -0.047 -0.641
N -0.7536 1.6974 6.9175 0.015 -0.007 0.016
C -2.4098 1.1339 3.8969 -0.820 -0.124 0.308
S -2.7731 0.9745 2.2127 0.239 0.112 -0.091
C -3.5167 1.0092 4.8349 0.499 0.037 -0.495
N -4.4188 0.9016 5.5444 -0.025 0.010 0.043
C 3.3301 -0.8444 -3.0128 -0.012 0.045 0.023
C 2.9536 0.5037 -2.5008 -0.064 -0.017 0.039
N 1.9853 0.7458 -1.6530 -0.093 -0.078 -0.112
C 2.0240 2.0895 -1.4059 -0.457 -0.148 0.460
C 3.0377 2.6705 -2.1222 0.162 0.518 -0.168
N 3.6115 1.6469 -2.8177 0.233 -0.173 -0.136
C 3.6030 4.0360 -2.3161 -0.120 -0.210 0.170
O 3.0466 5.0138 -1.6528 0.342 0.111 -0.090
O 4.5507 4.1870 -3.0653 0.092 -0.010 -0.152
C 1.0955 2.7725 -0.4460 -0.283 -0.284 0.338
O 1.1508 4.0100 -0.3836 0.090 0.317 0.101
O 0.2996 2.0852 0.2666 1.078 0.853 -1.297
H 2.5513 -1.5472 -2.7270 -0.023 0.007 -0.003
H 4.2696 -1.1791 -2.5676 0.002 0.004 -0.011
H 3.4428 -0.8519 -4.0984 -0.012 0.008 -0.006
H 4.3988 1.7878 -3.4291 0.009 -0.010 0.002
H 2.2906 4.6458 -1.0653 -0.408 -0.048 -0.038
C 1.5920 -0.1801 1.2932 0.064 0.212 -0.099
H 1.7472 -0.9572 0.5344 -0.095 0.052 -0.017
H 1.7340 -0.6023 2.2837 -0.039 -0.067 0.097
H 2.3296 0.6137 1.1406 -0.004 -0.031 -0.021
```
Forces are in eV/Å.

Summary:
net charge = -2
DFT total energy = -3370.24908 Eh
max |F| = 1.89 eV/A
molecular weight = 610.48 g mol⁻¹
energy relative to the best compared isomer or geometry (same formula, charge and spin) = 17.4 kcal per mole
expectation value of S² = 0.78
multiplicity = 2

[4]
The following is a quantum chemistry calculation of C25H20N7O8S2Ti as an isolated structure, from the Open Molecules 2025 dataset.

XYZ file:
```
63
Properties=species:S:1:pos:R:3:forces:R:3
Ti -0.1781 0.5858 0.1529 0.730 0.167 0.094
C -2.8020 -4.7831 -0.5683 0.070 0.065 -0.001
S -3.4641 -3.1537 -0.9412 -0.004 -0.027 -0.033
C -2.0086 -2.1719 -1.2805 -0.041 -0.051 0.018
S -0.4465 -2.7759 -1.2587 0.000 -0.005 -0.001
N -2.4298 -0.9651 -1.6013 -0.129 -0.088 0.028
N -1.5149 0.0261 -1.5950 0.096 0.174 0.087
C -1.6977 0.9611 -2.4566 -0.119 -0.140 -0.124
C -0.9412 2.1930 -2.3663 -0.045 0.219 0.134
C -1.1594 3.2391 -3.2592 0.143 -0.025 -0.103
C -0.4229 4.3997 -3.1215 0.006 0.026 0.009
C 0.4977 4.4992 -2.0882 -0.012 0.026 -0.042
C 0.6250 3.4347 -1.2137 0.021 -0.055 0.059
N -0.0819 2.3148 -1.3417 -0.075 -0.162 0.079
H -3.5101 -5.5302 -0.9229 -0.038 0.027 0.002
H -2.6416 -4.9000 0.5017 0.025 -0.026 0.001
H -1.8483 -4.8877 -1.0848 -0.017 -0.047 0.007
H -2.4527 0.8530 -3.2305 -0.039 -0.009 0.048
H -1.8909 3.1240 -4.0476 0.015 -0.010 -0.011
H -0.5645 5.2234 -3.8099 -0.008 -0.007 -0.003
H 1.0976 5.3871 -1.9496 0.006 -0.005 0.008
H 1.3054 3.4702 -0.3721 -0.011 -0.010 0.006
O -1.8466 1.7714 0.7666 -0.133 0.017 0.145
C -2.6822 1.5497 1.6443 -0.011 0.066 -0.074
C -2.7861 0.3655 2.4449 0.110 -0.064 -0.057
C -3.7812 0.3061 3.4216 -0.119 0.095 0.053
C -3.9131 -0.8113 4.2019 0.132 -0.067 -0.155
C -3.0547 -1.9152 4.0262 -0.103 -0.006 0.081
C -2.0827 -1.8813 3.0734 0.075 -0.047 -0.070
C -1.9071 -0.7405 2.2402 -0.070 -0.067 0.043
O -0.9955 -0.7423 1.3482 0.032 0.108 -0.111
N -4.9480 -0.8584 5.2159 0.009 0.062 0.209
O -5.0353 -1.8653 5.8989 -0.020 -0.001 -0.068
O -5.6687 0.1172 5.3538 -0.009 -0.043 -0.058
H -3.4348 2.3273 1.8416 -0.006 0.020 0.004
H -4.4520 1.1430 3.5693 0.007 -0.008 -0.005
H -3.1886 -2.7810 4.6589 0.009 0.000 -0.009
H -1.4116 -2.7138 2.9100 -0.004 -0.004 0.016
O 0.9297 1.6907 1.4032 -0.206 -0.124 -0.524
C 2.2216 1.8734 1.3612 0.023 -0.009 0.075
C 3.1048 1.3982 0.3650 -0.241 -0.034 0.018
C 4.4489 1.8152 0.3831 0.089 0.078 0.070
C 5.3304 1.4126 -0.5929 -0.214 -0.111 -0.091
C 4.9323 0.5717 -1.6378 0.180 0.055 0.001
C 3.6233 0.1397 -1.6662 -0.132 -0.074 0.005
C 2.6895 0.5120 -0.6905 0.117 -0.060 0.074
O 1.4714 0.0189 -0.7542 -0.235 0.199 0.085
N 6.7053 1.8776 -0.5397 0.139 -0.017 0.045
O 7.0397 2.6151 0.3749 -0.017 0.012 -0.024
O 7.4754 1.5054 -1.4118 -0.018 0.024 -0.006
H 2.6520 2.4912 2.1517 -0.027 -0.004 0.025
H 4.7979 2.4679 1.1720 -0.014 -0.004 -0.001
H 5.6470 0.2740 -2.3896 -0.010 -0.003 0.003
H 3.2741 -0.5260 -2.4461 0.016 0.006 -0.007
N 2.0492 -2.2293 1.0254 -0.038 0.019 0.013
C 2.7639 -3.3185 1.3590 -0.024 0.036 -0.023
C 3.1416 -3.1525 2.6725 0.005 0.025 0.029
C 2.5877 -1.9085 3.0372 0.002 -0.077 -0.033
N 1.9239 -1.3609 2.0300 0.118 -0.012 0.072
H 1.5927 -2.0088 0.1472 0.023 -0.032 -0.013
H 2.9479 -4.1095 0.6526 -0.013 -0.004 -0.011
H 3.7331 -3.8238 3.2706 -0.002 0.005 0.010
H 2.6438 -1.3936 3.9830 0.005 0.007 0.001
```
Forces are in eV/Å.

Summary:
net charge = -1
DFT total energy = -3595.75900 Eh
max |F| = 0.75 eV/A
molecular weight = 658.48 g mol⁻¹
energy relative to the best compared isomer or geometry (same formula, charge and spin) = 1.2 kcal per mole
expectation value of S² = 2.04
multiplicity = 3

Which value of max |F| does entry 4 give?
0.75 eV/A